Version P
{
  "formula": "C24H31NO7",
  "method": "ωB97M-V with the def2-TZVPD basis set",
  "homo_energy_ha": -0.2951,
  "smiles": "COCCOC(=O)C1=C(C)NC(C)=C(C(=O)OCCOC)C1/C=C/c1ccccc1OC",
  "homo_lumo_gap_ev": 8.337,
  "elements": ["C", "O", "C", "C", "O", "C", "O", "C", "C", "C", "N", "C", "C", "C", "C", "O", "O", "C", "C", "O", "C", "C", "C", "C", "C", "C", "C", "C", "C", "C", "O", "C", "H", "H", "H", "H", "H", "H", "H", "H", "H", "H", "H", "H", "H", "H", "H", "H", "H", "H", "H", "H", "H", "H", "H", "H", "H", "H", "H", "H", "H", "H", "H"],
  "positions_angstrom": [[-0.2069, -3.3963, -4.2241], [0.5357, -3.6082, -3.0517], [1.1164, -2.4219, -2.5625], [1.8543, -2.7381, -1.2592], [1.9269, -1.5929, -0.4282], [2.7764, -0.6156, -0.8045], [3.5571, -0.7625, -1.7224], [2.6016, 0.5900, 0.0079], [3.4258, 1.6584, -0.0695], [4.6509, 1.7830, -0.9139], [3.1792, 2.7636, 0.7116], [2.2626, 2.7927, 1.7365], [2.3785, 4.0035, 2.6025], [1.3901, 1.7689, 1.8819], [0.4213, 1.7011, 2.9753], [0.2763, 2.5169, 3.8642], [-0.3285, 0.5800, 2.9167], [-1.2668, 0.4040, 3.9692], [-2.5883, 1.1561, 3.7315], [-3.5797, 0.3829, 3.1071], [-3.3145, 0.0900, 1.7549], [1.3438, 0.6462, 0.8632], [0.1787, 0.8382, -0.0727], [-0.6822, -0.1362, -0.3551], [-1.7777, -0.1057, -1.3111], [-2.1332, 1.0299, -2.0319], [-3.1612, 1.0071, -2.9560], [-3.8539, -0.1683, -3.1789], [-3.5271, -1.3162, -2.4754], [-2.5020, -1.2984, -1.5391], [-2.1254, -2.3811, -0.8035], [-2.7621, -3.6138, -1.0261], [0.4269, -3.0158, -5.0346], [-0.6197, -4.3617, -4.5109], [-1.0216, -2.6793, -4.0555], [0.3348, -1.6754, -2.3508], [1.8083, -1.9949, -3.3025], [2.8581, -3.1199, -1.4681], [1.2808, -3.4767, -0.6974], [4.5586, 2.6472, -1.5711], [4.7851, 0.8936, -1.5185], [5.5273, 1.9261, -0.2817], [3.8399, 3.5252, 0.6593], [1.6037, 4.0039, 3.3604], [3.3518, 4.0173, 3.0931], [2.2902, 4.9028, 1.9932], [-1.4573, -0.6693, 4.0261], [-0.8167, 0.7575, 4.9022], [-2.3789, 2.0659, 3.1505], [-3.0156, 1.4417, 4.6949], [-4.1718, -0.4713, 1.3888], [-2.4080, -0.5094, 1.6393], [-3.2030, 1.0079, 1.1650], [1.2204, -0.3077, 1.3820], [0.1272, 1.8112, -0.5425], [-0.5547, -1.0858, 0.1439], [-1.5923, 1.9481, -1.8636], [-3.4189, 1.9020, -3.5020], [-4.6553, -0.2005, -3.9020], [-4.0825, -2.2214, -2.6652], [-2.6209, -3.9601, -2.0547], [-2.2829, -4.3166, -0.3463], [-3.8319, -3.5633, -0.7978]]
}

=====

Version Q
{
  "formula": "C24H31NO7",
  "method": "ωB97M-V with the def2-TZVPD basis set",
  "homo_energy_ha": -0.3658,
  "smiles": "[H]/N=C(/C)C[C@H](CCCCCOCC)OC=O.O=C1C=CC(=O)C=C1.O=C1C=CC(=O)C=C1",
  "homo_lumo_gap_ev": 8.557,
  "elements": ["H", "N", "C", "C", "C", "C", "C", "C", "C", "C", "C", "O", "C", "C", "O", "C", "O", "H", "H", "H", "H", "H", "H", "H", "H", "H", "H", "H", "H", "H", "H", "H", "H", "H", "H", "H", "H", "H", "H", "O", "C", "C", "C", "C", "O", "C", "C", "H", "H", "H", "H", "O", "C", "C", "C", "C", "O", "C", "C", "H", "H", "H", "H"],
  "positions_angstrom": [[5.1650, -0.5788, 1.6949], [4.3506, -1.1131, 1.9905], [3.4497, -0.2848, 2.3575], [2.1424, -0.8561, 2.8329], [3.6434, 1.2022, 2.3389], [2.5810, 1.9870, 1.5604], [2.1279, 1.3182, 0.2712], [0.7527, 1.8016, -0.2240], [-0.3747, 1.6557, 0.8006], [-1.6966, 1.1660, 0.2005], [-2.5680, 0.5938, 1.2963], [-3.9501, 0.6775, 0.9543], [-4.7534, 0.2292, 2.0337], [-5.3070, 1.4089, 2.8154], [3.2347, 3.2505, 1.2379], [2.4176, 4.3454, 1.3086], [2.2653, 5.0047, 2.3300], [1.7950, -1.5887, 2.1122], [2.3297, -1.4001, 3.7530], [1.3703, -0.1132, 2.9827], [4.6152, 1.4853, 1.9505], [3.6097, 1.5474, 3.3730], [1.7598, 2.2404, 2.2256], [2.8524, 1.6040, -0.4830], [2.0720, 0.2410, 0.3620], [0.5078, 1.1675, -1.0743], [0.8054, 2.8126, -0.6152], [-0.0906, 1.0185, 1.6348], [-0.5808, 2.6375, 1.2262], [-2.2312, 1.9996, -0.2365], [-1.5050, 0.4221, -0.5686], [-2.3954, 1.1689, 2.2098], [-2.3199, -0.4488, 1.5003], [-4.1863, -0.4087, 2.7077], [-5.5831, -0.3393, 1.6212], [-5.9745, 1.9895, 2.1902], [-5.8125, 1.0825, 3.7176], [-4.4833, 2.0501, 3.1211], [1.9293, 4.5935, 0.3589], [-5.2673, -1.9704, -4.6865], [-4.8385, -0.9720, -4.1491], [-4.0673, 0.0392, -4.9143], [-3.5988, 1.1358, -4.3268], [-3.8246, 1.3951, -2.8814], [-3.4049, 2.4078, -2.3642], [-4.5905, 0.3808, -2.1088], [-5.0637, -0.7114, -2.7070], [-3.9160, -0.1681, -5.9661], [-3.0383, 1.8893, -4.8659], [-4.7459, 0.5718, -1.0518], [-5.6308, -1.4628, -2.1721], [4.5672, -6.6073, -1.7873], [4.3851, -5.4180, -1.6410], [4.0868, -4.5408, -2.8013], [3.8870, -3.2358, -2.6445], [3.9529, -2.6003, -1.3031], [3.7635, -1.4086, -1.1743], [4.2525, -3.4747, -0.1382], [4.4502, -4.7818, -0.3031], [4.0428, -5.0244, -3.7689], [3.6683, -2.5776, -3.4760], [4.2979, -2.9930, 0.8359], [4.6683, -5.4421, 0.5268]]
}

=====

Compare the structures above. Which one is the least stable? version Q is.